Entry 1
{
  "formula": "C5H6O3",
  "method": "the ωB97M-V functional and the def2-TZVPD basis",
  "smiles": "C/C=C/OC(=O)C=O",
  "gap_ha": 0.3391,
  "e_lumo_ev": -0.2342,
  "multiplicity": 1,
  "elements": ["C", "C", "C", "C", "C", "H", "H", "H", "H", "H", "H", "O", "O", "O"],
  "xyz": [[-0.6916, 2.1467, -1.5719], [-0.4603, 0.8596, -0.9391], [0.2548, 0.4499, 0.0960], [0.0889, -1.6114, 1.0533], [1.0687, -2.6140, 1.6690], [-1.6471, 2.6248, -1.2018], [-0.8307, 2.0021, -2.6910], [0.0837, 2.9600, -1.3563], [-0.9844, 0.0620, -1.3507], [0.5110, 1.1959, 0.9275], [2.0115, -2.7571, 1.0608], [0.7494, -0.7878, 0.2398], [-1.0474, -1.5639, 1.2442], [0.8937, -2.9668, 2.8203]]
}

---

Entry 2
{
  "formula": "C5H6O3",
  "method": "the ωB97M-V functional and the def2-TZVPD basis",
  "smiles": "C=COC(=O)OC=C",
  "gap_ha": 0.3856,
  "e_lumo_ev": 0.9671,
  "multiplicity": 1,
  "elements": ["C", "C", "C", "C", "C", "H", "H", "H", "H", "H", "H", "O", "O", "O"],
  "xyz": [[-1.4091, -0.3046, -2.5437], [-0.3326, 0.4957, -2.4159], [0.1179, -0.0624, -0.1623], [0.9248, -0.4043, 1.9207], [0.9090, 0.3454, 3.0614], [-2.0758, -0.1569, -3.3514], [-1.6354, -1.0701, -1.8861], [0.0180, 1.2169, -3.1341], [1.0225, -1.4961, 1.8405], [0.9501, 1.4713, 3.1178], [0.7610, -0.0953, 4.0505], [0.4241, 0.6394, -1.2947], [-0.8409, -0.7361, 0.1445], [1.1665, 0.1570, 0.6527]]
}

---

Entry 3
{
  "formula": "C5H6O3",
  "method": "the ωB97M-V functional and the def2-TZVPD basis",
  "smiles": "C1[C@@H]2O[C@H]3O[C@@H]2O[C@@H]13",
  "gap_ha": 0.3989,
  "e_lumo_ev": 0.9147,
  "multiplicity": 1,
  "elements": ["C", "C", "C", "C", "C", "H", "H", "H", "H", "H", "H", "O", "O", "O"],
  "xyz": [[1.1982, 0.6353, 0.0010], [-0.0300, 0.6384, -0.9351], [-1.0595, 0.1579, 0.8530], [-0.4253, -0.8211, -0.9089], [0.4395, -0.3768, 0.9605], [2.0199, -0.0131, -0.4333], [1.4804, 1.6539, 0.2867], [-0.1283, 1.1772, -1.8741], [-1.5637, 0.1406, 1.8784], [-0.5650, -1.4493, -1.7795], [0.6634, -0.7191, 2.0485], [-0.9500, 1.2511, 0.0176], [-1.6187, -0.7958, -0.1155], [0.5392, -1.4793, 0.0008]]
}

---

entry 2 ends up most stable, edging out the next structure by 11.7 kcal/mol.

---

Entry 1
{
  "formula": "C3H2NO3",
  "method": "the ωB97M-V functional and the def2-TZVPD basis",
  "gap_ha": [0.1841, 0.1839],
  "charge": 1,
  "e_lumo_ev": [-8.6122, -8.6174],
  "multiplicity": 1,
  "elements": ["C", "C", "C", "N", "O", "O", "O", "H", "H"],
  "xyz": [[1.5243, 0.0410, -0.0017], [0.2243, -0.5634, -0.0040], [1.7028, 1.3587, 0.0043], [-4.0279, -0.2707, 0.0008], [1.8402, 2.4838, 0.0034], [-3.0795, -0.8159, 0.0085], [-0.8382, 0.0269, -0.0135], [2.3941, -0.5961, -0.0005], [0.2598, -1.6643, 0.0025]]
}

---

Entry 2
{
  "formula": "C3H2NO3",
  "method": "the ωB97M-V functional and the def2-TZVPD basis",
  "gap_ha": 0.3897,
  "charge": 1,
  "e_lumo_ev": -6.9835,
  "multiplicity": 1,
  "elements": ["C", "C", "C", "N", "O", "O", "O", "H", "H"],
  "xyz": [[1.0006, 1.7752, -0.7102], [-1.8517, -0.7429, 1.1005], [0.7931, -0.5555, -0.2958], [0.6786, 0.6010, -0.8363], [1.2111, 2.7807, -1.1161], [-2.9467, -0.5933, 0.7951], [-0.7237, -0.9224, 1.3402], [0.4271, -1.4923, -0.8314], [1.4117, -0.8506, 0.5540]]
}

---

entry 2 ends up most stable, edging out the next structure by 63.7 kcal/mol.

---

Entry 1
{
  "formula": "C2H3Cl2N",
  "method": "the ωB97M-V functional and the def2-TZVPD basis",
  "gap_ha": [0.3096, 0.2912],
  "e_lumo_ev": [0.4142, 0.1136],
  "multiplicity": 1,
  "elements": ["C", "C", "N", "Cl", "Cl", "H", "H", "H"],
  "xyz": [[1.1689, -0.2893, 0.4319], [-1.2169, -0.2522, -0.6651], [1.3046, 0.9146, 0.5900], [-2.1803, -1.4888, -0.0976], [-1.5926, 1.2831, -0.0922], [1.5695, -1.1648, 0.5590], [-1.1902, -0.3882, -1.7770], [2.1371, 1.3854, 1.0509]]
}

---

Entry 2
{
  "formula": "C2H3Cl2N",
  "method": "the ωB97M-V functional and the def2-TZVPD basis",
  "smiles": "C/C(Cl)=N/Cl",
  "gap_ha": 0.3877,
  "e_lumo_ev": 0.6224,
  "multiplicity": 1,
  "elements": ["C", "C", "N", "Cl", "Cl", "H", "H", "H"],
  "xyz": [[0.3259, 0.1257, -0.0462], [-1.0559, -0.0207, 0.0740], [1.1352, -0.9258, 0.1225], [1.0158, 1.6402, -0.5257], [2.8228, -0.7858, -0.0534], [-1.4223, 0.9402, -0.2430], [-1.5586, -0.7937, -0.5190], [-1.2630, -0.1802, 1.1907]]
}

---

Entry 3
{
  "formula": "C2H3Cl2N",
  "method": "the ωB97M-V functional and the def2-TZVPD basis",
  "gap_ha": [0.3724, 0.3179],
  "e_lumo_ev": [-0.3118, -0.2708],
  "multiplicity": 1,
  "elements": ["C", "C", "N", "Cl", "Cl", "H", "H", "H"],
  "xyz": [[0.5275, 0.1566, 0.4637], [-0.8308, -0.0797, -0.0997], [0.3039, 0.0306, -0.8834], [-2.0165, 1.2848, 0.1342], [-1.6376, -1.6846, -0.0280], [0.7167, 1.1329, 0.9801], [2.4359, -1.3672, 1.0847], [0.5010, 0.5267, -1.6515]]
}

---

entry 2 ends up most stable, edging out the next structure by 68.7 kcal/mol.

---

Entry 1
{
  "formula": "C2H13N2O2",
  "method": "the ωB97M-V functional and the def2-TZVPD basis",
  "gap_ha": 0.3956,
  "charge": 1,
  "e_lumo_ev": -2.7301,
  "multiplicity": 1,
  "elements": ["C", "N", "C", "N", "H", "H", "H", "H", "H", "H", "H", "H", "H", "H", "H", "O", "H", "H", "O"],
  "xyz": [[1.1139, 1.6630, 0.1990], [2.1508, 0.9038, -0.4381], [0.1916, 0.7191, 0.9559], [-0.3146, -0.3427, 0.0165], [0.6306, 2.3052, -0.5344], [1.5045, 2.3519, 0.9539], [2.2159, 1.0029, -1.4364], [3.0602, 0.8833, -0.0108], [-0.6535, 1.1530, 1.4787], [0.7963, 0.1544, 1.6609], [-0.4936, -1.2561, 0.4713], [-1.1139, -0.0718, -0.5622], [0.4896, -0.4939, -0.6119], [-3.2105, 0.3191, -1.7872], [-2.3433, -0.0401, -2.9986], [-2.3072, 0.1015, -2.0425], [-0.9687, -3.6238, 1.0833], [-0.1155, -2.9550, 2.1959], [-0.6326, -2.7736, 1.4067]]
}

---

Entry 2
{
  "formula": "C2H13N2O2",
  "method": "the ωB97M-V functional and the def2-TZVPD basis",
  "gap_ha": 0.3657,
  "charge": 1,
  "e_lumo_ev": -3.0685,
  "multiplicity": 1,
  "elements": ["N", "C", "C", "N", "H", "H", "H", "H", "H", "H", "H", "H", "H", "H", "H", "O", "H", "H", "O"],
  "xyz": [[0.7978, -0.0123, 0.0562], [-0.6597, -0.1923, -0.3537], [-1.6412, 1.0068, -0.1995], [-1.2658, 2.1128, -1.0980], [0.8750, 0.3631, 1.0312], [1.3035, -0.9038, -0.0023], [1.2065, 0.6373, -0.6324], [-0.5756, -0.1586, -1.4631], [-0.9120, -1.2233, -0.1160], [-2.4896, 0.4803, -0.6611], [-1.8531, 1.4208, 0.7925], [-1.7113, 1.9741, -1.9846], [-1.1981, 2.9968, -0.6340], [1.9730, -2.6546, -1.9341], [2.0066, -2.6564, -0.4665], [1.4124, -2.3928, -1.1926], [1.4624, 0.3184, 3.0326], [0.3135, -0.7295, 3.2286], [0.9558, -0.3868, 2.5968]]
}

---

entry 1 ends up most stable, edging out the next structure by 27.0 kcal/mol.

---

Entry 1
{
  "formula": "C2H13N2O2",
  "method": "the ωB97M-V functional and the def2-TZVPD basis",
  "gap_ha": 0.3908,
  "charge": 1,
  "e_lumo_ev": -3.0166,
  "multiplicity": 1,
  "elements": ["C", "N", "C", "N", "H", "H", "H", "H", "H", "H", "H", "H", "H", "H", "H", "O", "H", "H", "O"],
  "xyz": [[-0.4313, 2.1217, -0.1202], [1.0449, 2.3360, -0.3357], [-0.9581, 0.6671, -0.4484], [0.1793, -0.3457, -0.2290], [-0.6468, 2.2412, 0.9247], [-1.1623, 2.8775, -0.3299], [1.5007, 2.7937, 0.4075], [1.3090, 2.6990, -1.2786], [-1.7849, 0.3910, 0.2502], [-1.2615, 0.4543, -1.4743], [-0.1379, -1.3047, -0.5083], [0.4312, -0.2195, 0.7361], [0.9600, 0.0094, -0.7889], [-0.5831, -1.6370, 3.5169], [0.0380, -2.2887, 2.2848], [-0.4722, -1.4995, 2.5578], [0.2935, -2.2762, -2.5488], [1.0342, -3.1739, -1.5305], [0.4442, -2.4043, -1.5948]]
}

---

Entry 2
{
  "formula": "C2H13N2O2",
  "method": "the ωB97M-V functional and the def2-TZVPD basis",
  "gap_ha": 0.3835,
  "charge": 1,
  "e_lumo_ev": -3.0195,
  "multiplicity": 1,
  "elements": ["C", "N", "C", "N", "H", "H", "H", "H", "H", "H", "H", "H", "H", "H", "H", "O", "H", "H", "O"],
  "xyz": [[1.3362, 0.3544, -0.1589], [0.8243, 1.6907, -0.2811], [0.8043, -0.5503, -1.2338], [-0.5751, -0.8928, -0.7853], [0.9679, -0.0283, 0.7539], [2.4311, 0.1276, -0.2204], [0.8170, 2.2014, 0.6766], [1.5406, 2.0380, -0.9640], [1.4910, -1.4554, -1.1853], [0.8755, -0.1739, -2.3058], [-0.8526, -1.7532, -1.1595], [-0.6629, -1.0319, 0.3668], [-1.2792, -0.1712, -0.9485], [0.7052, -1.9465, 2.2310], [-0.6823, -1.7981, 2.7074], [-0.1725, -1.4556, 1.9679], [-3.1398, 1.5002, 0.5589], [-2.0828, 2.1211, -0.0921], [-2.3457, 1.2239, 0.0722]]
}

---

entry 1 ends up most stable, edging out the next structure by 10.3 kcal/mol.

---

Entry 1
{
  "formula": "C5H4O2",
  "method": "the ωB97M-V functional and the def2-TZVPD basis",
  "gap_ha": 0.3619,
  "e_lumo_ev": -0.3553,
  "multiplicity": 1,
  "elements": ["C", "C", "C", "C", "C", "O", "O", "H", "H", "H", "H"],
  "xyz": [[2.9917, -1.0708, -0.0345], [2.3142, -2.1291, -0.1386], [3.6694, 0.0575, 0.0105], [0.6237, 0.7774, -0.4276], [-0.2866, -0.1637, 0.3213], [4.3668, 0.9414, 0.1417], [1.7116, 1.0392, 0.0284], [0.3994, 1.2770, -1.3507], [0.1356, -1.1293, 0.0099], [-1.2755, 0.1285, 0.1286], [-0.0964, -0.2015, 1.3603]]
}

---

Entry 2
{
  "formula": "C5H4O2",
  "method": "the ωB97M-V functional and the def2-TZVPD basis",
  "smiles": "O=C1C=CCC1=O",
  "gap_ha": 0.3336,
  "e_lumo_ev": -0.3034,
  "multiplicity": 1,
  "elements": ["O", "C", "C", "C", "C", "C", "O", "H", "H", "H", "H"],
  "xyz": [[-0.4716, 2.0137, -0.9718], [-0.3114, 1.1427, -0.1606], [-1.2122, -0.0802, 0.0542], [-0.1265, -1.1045, -0.1694], [1.0534, -0.7371, 0.3663], [1.0650, 0.7556, 0.4769], [1.9945, 1.5032, 0.6464], [-1.7279, -0.1275, 1.0328], [-1.9584, -0.1229, -0.7278], [-0.2762, -1.9233, -0.8620], [1.9712, -1.3196, 0.3149]]
}

---

entry 2 ends up most stable, edging out the next structure by 79.2 kcal/mol.